(1)
# C32H34N4O2Pd

C32H34N4O2Pd as an isolated structure in a non-equilibrium geometry (wB97M-V/def2-TZVPD, the OMol25 dataset).

Positions of all 73 atoms, in Å:
1 Pd 0.1706 -0.2814 0.0172
2 O 0.2196 -0.2747 2.0120
3 C 1.2828 -0.0854 2.7177
4 C 1.1164 -0.0208 4.1256
5 C 2.1793 0.0219 4.9854
6 C 3.4857 0.0282 4.4839
7 C 3.6893 0.0371 3.1295
8 C 2.6246 0.0113 2.2003
9 C 2.9410 0.0632 0.8161
10 N 2.0613 0.1215 -0.1568
11 N 2.4905 0.1718 -1.4412
12 C 1.5253 -0.0373 -2.3105
13 O 0.3189 -0.3300 -1.9650
14 C 1.8088 0.0160 -3.7553
15 C 3.0985 0.0249 -4.2801
16 C 3.2791 0.0215 -5.6505
17 C 2.1893 0.0158 -6.5095
18 C 0.9052 0.0188 -5.9897
19 C 0.7164 0.0171 -4.6241
20 H 0.0979 -0.0402 4.4864
21 H 2.0076 0.0420 6.0529
22 H 4.3180 0.0365 5.1725
23 H 4.7008 0.0667 2.7530
24 H 3.9938 0.0595 0.5383
25 H 3.9430 0.0243 -3.6094
26 H 4.2787 0.0169 -6.0569
27 H 2.3391 0.0078 -7.5797
28 H 0.0479 0.0170 -6.6478
29 H -0.2742 0.0151 -4.1943
30 C -6.0247 -3.3374 1.2544
31 C -5.2022 -3.6738 0.0012
32 C -6.0221 -3.3359 -1.2530
33 C -4.9539 -5.1827 -0.0003
34 C -3.9135 -2.8631 0.0034
35 C -2.6206 -3.4453 0.0072
36 C -1.5148 -2.6254 0.0164
37 N -1.5798 -1.3007 0.0257
38 C -2.8046 -0.6891 0.0064
39 C -3.9666 -1.4925 0.0001
40 C -2.7938 0.7302 -0.0035
41 C -3.9617 1.5239 -0.0026
42 C -3.9144 2.8962 0.0003
43 C -2.6245 3.4774 0.0022
44 C -1.5118 2.6604 -0.0053
45 N -1.5652 1.3383 -0.0111
46 C -5.2117 3.6942 0.0007
47 C -6.0281 3.3472 -1.2537
48 C -6.0309 3.3485 1.2538
49 C -4.9728 5.2042 -0.0009
50 H -6.9417 -3.9231 1.2610
51 H -6.2979 -2.2867 1.2889
52 H -5.4616 -3.5785 2.1530
53 H -6.9398 -3.9204 -1.2611
54 H -5.4570 -3.5768 -2.1505
55 H -6.2935 -2.2848 -1.2878
56 H -5.9095 -5.7024 -0.0012
57 H -4.4090 -5.4913 0.8874
58 H -4.4077 -5.4890 -0.8881
59 H -2.4725 -4.5089 0.0057
60 H -0.5089 -3.0525 0.0186
61 H -4.9199 -0.9916 -0.0065
62 H -4.9099 1.0148 -0.0020
63 H -2.4780 4.5424 0.0102
64 H -0.5167 3.0931 -0.0073
65 H -6.2947 2.2945 -1.2841
66 H -5.4623 3.5862 -2.1513
67 H -6.9491 3.9266 -1.2675
68 H -6.2997 2.2963 1.2835
69 H -6.9511 3.9293 1.2661
70 H -5.4674 3.5872 2.1528
71 H -4.4264 5.5110 -0.8885
72 H -4.4287 5.5139 0.8869
73 H -5.9299 5.7212 -0.0025

- 2S+1 = 1
- orbital gap (eV) = 6.2
- M (g/mol) = 613.1
- E_HOMO (Ha) = -0.24832
- largest force on an atom (eV Å⁻¹) = 4.04
- total energy (eV) = -47271.8108
- LUMO energy (eV) = -0.522

---

(2)
# C32H34N5O5Ru

C32H34N5O5Ru as an isolated structure (wB97M-V/def2-TZVPD, the OMol25 dataset).

Positions of all 77 atoms, in Å:
1 Ru 0.4500 -0.5949 -0.8496
2 O 0.8190 1.8740 -4.4888
3 C 0.8434 1.0377 -3.4772
4 O 0.4436 1.2957 -2.3656
5 C 1.4503 -0.2882 -3.8249
6 C 1.9262 -0.5889 -5.0917
7 C 2.4967 -1.8309 -5.2991
8 C 2.5709 -2.7130 -4.2334
9 C 2.0677 -2.3248 -3.0029
10 N 1.5140 -1.1369 -2.8094
11 C 2.0677 -3.1679 -1.7531
12 O 2.5388 -4.3936 -1.7734
13 O 1.6171 -2.7204 -0.7261
14 H 0.4255 2.7169 -4.2072
15 H 1.8497 0.1440 -5.8826
16 H 2.8842 -2.1064 -6.2715
17 H 3.0230 -3.6859 -4.3790
18 H 2.9160 -4.6618 -2.6215
19 C -2.0493 3.2807 2.2224
20 C -1.3408 3.1402 3.5445
21 C -1.9696 3.5481 4.7201
22 C -1.3323 3.4794 5.9480
23 C -0.0339 2.9947 6.0314
24 C 0.6043 2.5611 4.8832
25 C -0.0458 2.6301 3.6558
26 N 0.6650 2.1788 2.4916
27 C 0.3001 1.1381 1.7249
28 N -0.7641 0.4369 2.1470
29 C -1.3147 -0.7777 1.6856
30 C -0.9307 -1.3938 0.4912
31 C -1.5013 -2.6450 0.1883
32 C -2.4220 -3.2379 1.0241
33 C -2.8115 -2.5754 2.1861
34 C -2.2763 -1.3493 2.5366
35 C -2.6984 -0.6576 3.8097
36 N 0.9746 0.8123 0.6289
37 C 2.1188 1.5961 0.2432
38 C 1.9526 2.9075 -0.2019
39 C 3.0451 3.6559 -0.6003
40 C 4.3134 3.0873 -0.5709
41 C 4.4742 1.7843 -0.1294
42 C 3.3906 1.0166 0.2969
43 C 3.6075 -0.3713 0.8512
44 H -2.7147 4.1418 2.2464
45 H -2.6608 2.4039 1.9904
46 H -1.3466 3.4214 1.4001
47 H -2.9739 3.9521 4.6602
48 H -1.8448 3.8163 6.8399
49 H 0.4749 2.9484 6.9854
50 H 1.6126 2.1636 4.9288
51 H 1.5406 2.6238 2.2630
52 H -1.1229 0.7574 3.0355
53 H -1.2130 -3.1646 -0.7188
54 H -2.8396 -4.2089 0.7854
55 H -3.5422 -3.0319 2.8430
56 H -3.4964 -1.2137 4.2968
57 H -3.0769 0.3526 3.6218
58 H -1.8735 -0.5836 4.5267
59 H 0.9532 3.3256 -0.2392
60 H 2.9109 4.6786 -0.9320
61 H 5.1759 3.6636 -0.8803
62 H 5.4673 1.3503 -0.0920
63 H 4.6070 -0.7287 0.6087
64 H 2.8902 -1.1008 0.4760
65 H 3.5101 -0.3727 1.9391
66 C -4.3987 -2.5608 -3.1760
67 N -2.9587 -2.2933 -3.0536
68 C -2.0285 -3.3317 -3.4691
69 C -2.5400 -1.1397 -2.5644
70 O -1.3512 -0.8140 -2.3984
71 H -4.5353 -3.4562 -3.7747
72 H -4.9047 -1.7370 -3.6745
73 H -4.8514 -2.7256 -2.1993
74 H -2.1427 -3.5332 -4.5348
75 H -2.2224 -4.2509 -2.9159
76 H -1.0140 -2.9953 -3.2757
77 H -3.3495 -0.4518 -2.2997

- 2S+1 = 6
- <S²> = 8.76
- orbital gap (alpha / beta) (eV) = 6.2 / 6.1
- M (g/mol) = 669.7
- E_HOMO (alpha / beta) (Ha) = -0.45881 / -0.48666
- largest force on an atom (eV Å⁻¹) = 0.50
- total energy (eV) = -53992.4332
- charge = +2
- LUMO energy (alpha / beta) (eV) = -6.299 / -7.122
- relative energy (zero: lowest compared OMol25 entry of this formula, charge and spin) (kJ/mol) = 23.4

---

(3)
# C32H34N7OPtSeSi

C32H34N7OPtSeSi as an isolated structure (wB97M-V/def2-TZVPD, the OMol25 dataset).

Positions of all 77 atoms, in Å:
1 Pt -0.4770 0.7880 0.3466
2 Se -7.4804 -0.0007 -3.6216
3 N -5.9300 0.8602 -3.8342
4 C -5.2151 0.6190 -2.7704
5 C -3.8688 1.1576 -2.5780
6 C -3.3160 2.0047 -3.5349
7 C -2.0665 2.5271 -3.3158
8 C -1.3874 2.1430 -2.1707
9 N -1.8725 1.2935 -1.2656
10 C -3.1413 0.8283 -1.4271
11 C -3.7902 -0.0138 -0.3707
12 N -3.1001 -0.2522 0.7450
13 C -3.6424 -0.9904 1.6971
14 C -4.9188 -1.5376 1.6047
15 C -5.6472 -1.2926 0.4643
16 C -5.0832 -0.5168 -0.5488
17 C -5.8155 -0.2153 -1.7724
18 N -7.0180 -0.6523 -2.0245
19 H -3.8898 2.2460 -4.4197
20 H -1.6028 3.2100 -4.0128
21 H -0.3954 2.5213 -1.9596
22 H -3.0273 -1.1639 2.5748
23 H -5.3194 -2.1340 2.4123
24 H -6.6458 -1.6868 0.3310
25 C 0.8206 0.5076 1.8983
26 Si 2.2953 -0.3724 1.2374
27 C 1.4040 -1.5755 0.0948
28 N 0.3527 -0.8460 -0.6964
29 C 1.0334 -0.2332 -1.8891
30 C 1.6394 -1.2393 -2.8696
31 C 0.7369 -2.4646 -3.0666
32 C -0.6857 -2.1229 -2.6467
33 C -0.7230 -1.8116 -1.1573
34 C 3.2749 -1.3600 2.4860
35 C 3.2696 -2.7544 2.5458
36 C 3.9558 -3.4363 3.5431
37 C 4.6583 -2.7282 4.5057
38 C 4.6811 -1.3401 4.4644
39 C 3.9981 -0.6674 3.4633
40 C 3.4630 0.8008 0.3650
41 C 4.7492 0.3818 0.0127
42 C 5.6375 1.2411 -0.6186
43 C 5.2574 2.5461 -0.8987
44 C 3.9889 2.9868 -0.5479
45 C 3.1028 2.1211 0.0783
46 H 1.1093 1.4559 2.3671
47 H 0.3684 -0.1266 2.6776
48 H 0.9012 -2.3100 0.7275
49 H 2.0482 -2.1363 -0.5859
50 H 1.7951 0.4442 -1.5126
51 H 0.2874 0.3684 -2.4015
52 H 2.6420 -1.5350 -2.5590
53 H 1.7642 -0.7072 -3.8150
54 H 1.0863 -3.2961 -2.4478
55 H 0.7745 -2.8108 -4.0988
56 H -1.3600 -2.9614 -2.8296
57 H -1.0697 -1.2798 -3.2301
58 H -0.5753 -2.7394 -0.6046
59 H -1.6888 -1.4190 -0.8622
60 H 2.7350 -3.3332 1.8001
61 H 3.9452 -4.5184 3.5653
62 H 5.1932 -3.2563 5.2844
63 H 5.2375 -0.7851 5.2086
64 H 4.0428 0.4171 3.4356
65 H 5.0709 -0.6287 0.2433
66 H 6.6287 0.8968 -0.8840
67 H 5.9518 3.2205 -1.3830
68 H 3.6924 4.0066 -0.7588
69 H 2.1091 2.4729 0.3368
70 N -1.8104 1.8376 3.2045
71 C -1.6947 2.7788 2.2616
72 N -2.1810 4.0107 2.5051
73 O -1.1690 2.5603 1.1450
74 H -2.1896 2.0357 4.1125
75 H -1.3400 0.9612 3.0408
76 H -2.5200 4.2912 3.4067
77 H -2.0438 4.7101 1.7978

- 2S+1 = 1
- orbital gap (eV) = 7.4
- M (g/mol) = 834.8
- E_HOMO (Ha) = -0.38764
- largest force on an atom (eV Å⁻¹) = 0.72
- total energy (eV) = -122682.3562
- charge = +1
- LUMO energy (eV) = -3.128
- relative energy (zero: lowest compared OMol25 entry of this formula, charge and spin) (kJ/mol) = 53.9

---

(4)
# C32H35BrN4O4

A 2-piece molecular cluster, C32H35BrN4O4 overall in a non-equilibrium geometry (wB97M-V/def2-TZVPD, the OMol25 dataset).

Positions of all 76 atoms, in Å:
1 C 4.0892 1.5868 3.5734
2 C 3.2695 1.6914 2.3201
3 C 3.8380 1.4012 1.0769
4 C 3.1079 1.5272 -0.1069
5 C 3.7658 1.1264 -1.3838
6 C 1.7640 1.9399 -0.0321
7 N 0.9723 2.0508 -1.2063
8 C -0.2268 1.4376 -1.4033
9 N -0.6025 1.6579 -2.6776
10 C -1.6264 0.9520 -3.3476
11 C -2.8511 0.7452 -2.6859
12 C -3.0511 1.2161 -1.2919
13 C -3.8825 0.0846 -3.3544
14 C -3.7100 -0.4113 -4.6457
15 C -4.8690 -1.0863 -5.3191
16 C -2.4694 -0.2470 -5.2674
17 C -1.4182 0.4261 -4.6360
18 C -0.0932 0.4745 -5.3190
19 C 0.1435 2.7982 -3.2606
20 C 1.1385 3.1481 -2.1876
21 C 1.1819 2.2437 1.2070
22 C -0.2284 2.7168 1.2793
23 C 1.9360 2.1035 2.3703
24 H 3.4857 1.8790 4.4372
25 H 4.4435 0.5612 3.7378
26 H 4.9732 2.2379 3.5364
27 H 4.8805 1.0662 1.0415
28 H 3.1064 1.2307 -2.2438
29 H 4.6619 1.7325 -1.5704
30 H 4.0916 0.0777 -1.3282
31 H -4.0768 0.9805 -0.9842
32 H -2.3306 0.7253 -0.6257
33 H -2.9180 2.3007 -1.1940
34 H -4.8525 -0.0514 -2.8685
35 H -4.5844 -1.4715 -6.3009
36 H -5.2310 -1.9284 -4.7149
37 H -5.7192 -0.4023 -5.4552
38 H -2.3178 -0.6508 -6.2711
39 H -0.1838 -0.0551 -6.2741
40 H 0.2271 1.4909 -5.5643
41 H 0.7078 -0.0048 -4.7419
42 H 0.6262 2.5131 -4.1916
43 H -0.5148 3.6568 -3.4396
44 H 0.8506 4.1066 -1.7331
45 H 2.1623 3.2029 -2.5502
46 H -0.4600 2.9788 2.3188
47 H -0.4076 3.6081 0.6617
48 H -0.9316 1.9443 0.9420
49 H 1.4822 2.3426 3.3362
50 C -3.5927 0.0807 4.6403
51 C -2.3595 -0.6316 5.0888
52 O -1.7723 -1.0353 3.7998
53 C -0.6804 -1.7623 4.0599
54 O -0.2877 -2.0022 5.1955
55 N -0.0774 -2.2014 2.8809
56 C 0.9967 -3.1165 2.9025
57 C 1.7302 -3.5278 4.0117
58 C 2.8494 -4.3410 3.7656
59 C 3.1860 -4.6978 2.4429
60 C 2.4472 -4.2328 1.3489
61 Br 2.9912 -4.6231 -0.4139
62 C 1.3163 -3.4476 1.5741
63 C 0.3583 -2.6941 0.7387
64 N 0.1437 -2.7472 -0.6774
65 O 0.1174 -3.8489 -1.2532
66 O -0.0367 -1.6580 -1.2840
67 C -0.4252 -1.9278 1.5522
68 H -4.1268 0.5165 5.4839
69 H -3.3357 0.8642 3.9197
70 H -4.2485 -0.6249 4.1202
71 H -1.6480 0.0190 5.6146
72 H -2.5784 -1.5279 5.6850
73 H 1.3958 -3.2009 4.9964
74 H 3.4641 -4.6964 4.5902
75 H 4.0441 -5.3398 2.2775
76 H -1.2201 -1.2498 1.2770

- 2S+1 = 1
- orbital gap (eV) = 7.5
- M (g/mol) = 619.6
- E_HOMO (Ha) = -0.28335
- largest force on an atom (eV Å⁻¹) = 3.08
- total energy (eV) = -117941.4497
- LUMO energy (eV) = -0.205
- relative energy (zero: lowest compared OMol25 entry of this formula, charge and spin) (kJ/mol) = 5.2